Record 1
The following is a quantum chemistry calculation of the molecule C3H4BrClO, from the OMol25 dataset.

Values from the calculation:
charge: 0
E_LUMO: 0.754 eV
energy relative to the best compared isomer or geometry (same formula, charge and spin): 30.6 kcal/mol
SMILES string: Cl[C@@H](Br)[C@H]1CO1
orbital gap: 11.2 eV
energy: -3226.10023 Eh
2S+1: 1
HOMO energy: -10.4 eV

Structure (XYZ):
```
10
Properties=species:S:1:pos:R:3:mulliken_charge:R:1
Cl 1.516 -1.216 -1.411 -0.14
C 1.064 -0.661 0.196 -0.14
Br 2.585 -0.056 1.226 -0.10
C -0.045 0.564 0.102 -0.10
C -1.413 0.325 -0.335 -0.30
O -1.077 0.586 1.004 -0.40
H 0.606 -1.484 0.753 0.33
H 0.455 1.497 -0.134 0.37
H -1.931 1.124 -0.856 0.25
H -1.758 -0.679 -0.544 0.22
```

***

Record 2
The following is a quantum chemistry calculation of a structure of composition C40H42Cl2N8O7SSeTl, from the OMol25 dataset.

Values from the calculation:
charge: -1
E_LUMO: 2.148 eV
energy relative to the best compared isomer or geometry (same formula, charge and spin): 0.0 kcal/mol
orbital gap: 7.3 eV
energy: -6406.67255 Eh
2S+1: 1
HOMO energy: -5.1 eV

Structure (XYZ):
```
102
Properties=species:S:1:pos:R:3:mulliken_charge:R:1
Tl -0.851 0.039 -0.710 1.45
Cl -6.992 -0.970 -5.275 -0.28
C -6.015 -0.811 -3.834 0.23
C -6.150 0.339 -3.043 -0.72
C -5.398 0.473 -1.914 0.56
Cl -5.578 1.904 -0.952 -0.21
C -4.427 -0.505 -1.463 -0.86
O -3.770 -0.300 -0.406 -0.65
C -4.340 -1.672 -2.320 1.71
C -3.467 -2.792 -2.067 -0.70
O -2.598 -2.923 -1.222 -0.42
C -5.139 -1.788 -3.475 -0.96
H -6.847 1.116 -3.330 0.44
H -3.647 -3.639 -2.765 0.10
H -5.037 -2.677 -4.089 0.33
O -0.997 1.535 -3.303 -0.54
C -0.374 2.494 -3.726 -0.64
C 0.592 3.329 -3.041 0.95
C 1.243 4.271 -3.826 -0.34
C 2.184 5.133 -3.300 -0.49
C 2.486 5.080 -1.918 -0.47
C 1.865 4.179 -1.119 -0.49
C 0.885 3.229 -1.613 0.01
O 0.354 2.418 -0.829 -0.31
N 2.855 6.067 -4.148 1.00
O 2.596 6.078 -5.350 -0.67
O 3.669 6.835 -3.644 -0.67
H -0.534 2.798 -4.784 0.23
H 1.019 4.334 -4.884 0.44
H 3.217 5.773 -1.524 0.48
H 2.086 4.120 -0.060 0.45
C -2.148 -2.305 1.971 -1.26
N -0.801 -2.868 2.098 1.14
C -0.887 -4.300 2.301 -1.29
C 0.379 -2.199 2.317 -0.66
N 0.714 -1.198 1.575 0.99
C 1.742 -0.328 1.923 -0.83
C 1.826 0.102 3.235 -0.49
C 2.758 1.055 3.653 -0.88
C 3.615 1.606 2.755 -1.14
C 3.574 1.226 1.394 1.83
C 4.469 1.853 0.499 -0.98
C 4.468 1.534 -0.820 -1.01
C 3.591 0.556 -1.297 -0.56
C 2.693 -0.105 -0.478 -0.46
N 1.830 -1.004 -1.131 0.79
C 2.245 -1.915 -1.929 -0.18
N 3.482 -2.554 -1.867 0.45
C 4.217 -2.867 -3.080 -1.24
C 4.319 -2.435 -0.695 -0.42
N 1.439 -2.411 -2.945 0.18
C 0.406 -1.545 -3.489 -1.02
C 1.055 -3.815 -2.883 -0.98
C 2.637 0.238 0.934 0.19
N 1.203 -2.852 3.243 0.61
C 2.644 -2.787 3.177 -0.59
C 0.679 -3.112 4.573 -1.27
H -2.726 -2.681 2.830 0.19
H -2.572 -2.743 1.073 0.28
H -2.845 -0.605 1.011 0.45
H -1.509 -4.724 1.507 0.30
H -1.343 -4.565 3.264 0.38
H 0.100 -4.747 2.248 0.36
H 1.107 -0.286 3.947 0.50
H 2.774 1.364 4.692 0.42
H 4.333 2.359 3.059 0.40
H 5.145 2.605 0.888 0.37
H 5.130 2.040 -1.512 0.39
H 3.584 0.311 -2.353 0.55
H 3.555 -2.816 -3.938 0.41
H 4.647 -3.871 -3.019 0.33
H 5.038 -2.153 -3.226 0.32
H 3.698 -2.308 0.185 -0.35
H 5.008 -1.584 -0.750 0.27
H 4.904 -3.352 -0.585 0.46
H 0.697 -0.505 -3.379 0.25
H -0.560 -1.692 -2.999 0.10
H 0.287 -1.768 -4.553 0.37
H 1.861 -4.403 -2.447 0.38
H 0.852 -4.184 -3.891 0.31
H 0.149 -3.939 -2.277 0.15
H 2.957 -2.586 2.159 -0.16
H 3.052 -3.757 3.482 0.42
H 3.068 -2.014 3.825 0.26
H -0.369 -2.829 4.627 0.34
H 1.219 -2.507 5.310 0.39
H 0.791 -4.167 4.848 0.29
O -1.806 -0.606 4.260 -0.54
S -2.592 0.035 3.195 0.16
N -2.306 -0.891 1.838 0.32
Se -1.641 2.027 2.501 0.23
C -3.150 2.961 3.259 -0.09
C -4.147 3.474 2.441 -0.34
C -5.249 4.096 3.012 -0.49
C -5.358 4.203 4.391 -0.40
C -4.357 3.694 5.208 -0.62
C -3.250 3.075 4.643 -0.08
H -4.064 3.373 1.367 0.35
H -6.030 4.493 2.374 0.38
H -6.226 4.680 4.831 0.36
H -4.433 3.780 6.285 0.36
H -2.461 2.676 5.268 0.42
```

***

Record 3
The following is a quantum chemistry calculation of the molecule C3H10N4, from the OMol25 dataset.

Values from the calculation:
charge: 0
E_LUMO: 1.013 eV
energy relative to the best compared isomer or geometry (same formula, charge and spin): 55.7 kcal/mol
SMILES string: CN(C)/N=C\NN
orbital gap: 9.3 eV
energy: -339.23920 Eh
2S+1: 1
HOMO energy: -8.3 eV

Structure (XYZ):
```
17
Properties=species:S:1:pos:R:3:mulliken_charge:R:1
C 0.749 0.891 0.992 -0.92
N -0.428 0.503 0.222 0.10
C -1.405 1.605 0.231 -0.85
N 0.025 0.421 -1.143 -0.70
C 0.459 -0.725 -1.543 0.01
N 0.659 -1.951 -0.916 -0.06
N 0.138 -2.257 0.358 -0.71
H 1.203 1.847 0.638 0.33
H 0.382 1.079 2.032 0.28
H 1.534 0.110 0.973 0.32
H -1.638 1.779 1.279 0.32
H -2.293 1.269 -0.298 0.30
H -1.008 2.521 -0.259 0.30
H 0.748 -0.738 -2.608 0.34
H 0.721 -2.746 -1.511 0.24
H 0.812 -1.974 1.083 0.28
H -0.660 -1.634 0.472 0.43
```